The following is a DFT calculation (wB97M-V/def2-TZVPD) of C22H38N2 in the gas phase.

Geometry as XYZ:
```
62
Properties=species:S:1:pos:R:3:forces:R:3:lowdin_charge:R:1
C -2.2949 -1.0853 2.7031 0.005 -0.006 -0.175 -0.06
C -3.1269 -1.4296 1.5028 0.080 -0.095 0.195 -0.35
C -4.6023 -1.4674 1.7678 0.124 -0.035 -0.182 -0.05
C -2.5705 -1.6496 0.3182 -0.014 -0.226 -0.051 -0.09
C -3.2849 -1.9361 -0.9691 -0.149 0.115 0.022 -0.18
C -3.8673 -0.6484 -1.5883 0.142 -0.040 0.071 -0.16
C -2.8118 0.4199 -1.7049 -0.233 0.028 -0.143 -0.31
C -1.9361 0.3081 -2.9164 0.036 0.106 0.169 -0.04
C -2.7102 1.3531 -0.7663 0.146 0.184 -0.093 -0.06
C -1.6900 2.4402 -0.6409 0.046 0.018 -0.015 -0.22
N -1.2559 2.5014 0.7493 -0.158 -0.152 0.112 -0.08
C -0.1678 3.4191 1.0087 0.234 -0.077 -0.069 -0.22
C 1.1942 2.9496 0.4690 -0.242 0.194 0.027 -0.21
N 1.4496 1.6059 0.9483 0.119 0.027 0.291 -0.03
C 2.6415 0.9670 0.4105 0.119 0.027 -0.040 -0.28
C 2.3859 0.4406 -1.0103 -0.049 0.205 -0.129 -0.25
C 3.6644 -0.1935 -1.5549 0.003 0.012 0.054 -0.11
C 4.0728 -1.3648 -0.6641 0.247 -0.125 -0.114 -0.30
C 2.9530 -2.4045 -0.6434 -0.005 0.040 0.016 -0.12
C 1.6766 -1.7669 -0.0960 -0.201 -0.221 -0.001 -0.29
C 1.2636 -0.5943 -0.9825 0.007 -0.006 0.001 -0.12
C 1.9256 -1.2560 1.3211 -0.053 0.008 0.014 -0.11
C 3.0457 -0.2170 1.2971 0.049 0.103 0.192 -0.25
C 4.3232 -0.8544 0.7536 -0.024 0.050 -0.031 -0.12
H -2.5587 -0.0916 3.0652 -0.002 0.109 0.119 0.08
H -2.4767 -1.7932 3.5117 -0.004 -0.025 0.115 0.08
H -1.2350 -1.0972 2.4630 0.123 0.020 0.007 0.06
H -4.8054 -2.0120 2.6893 -0.067 -0.028 0.066 0.08
H -4.9819 -0.4531 1.8946 -0.098 0.092 0.053 0.09
H -5.1497 -1.9379 0.9569 -0.130 -0.024 -0.062 0.07
H -1.4944 -1.5768 0.2358 0.200 0.068 0.113 0.09
H -4.0997 -2.6473 -0.8141 0.038 -0.056 -0.068 0.11
H -2.5823 -2.3878 -1.6716 -0.040 -0.087 -0.014 0.10
H -4.6780 -0.2918 -0.9527 -0.060 0.002 -0.010 0.11
H -4.2774 -0.8828 -2.5736 -0.097 0.033 -0.019 0.11
H -1.0294 0.8981 -2.8249 0.116 0.022 -0.065 0.06
H -1.6593 -0.7310 -3.0855 0.069 -0.109 -0.085 0.07
H -2.4798 0.6545 -3.7963 -0.008 -0.023 -0.102 0.09
H -3.4107 1.3424 0.0577 -0.188 -0.052 0.101 0.11
H -0.8584 2.2809 -1.3425 -0.065 0.046 -0.017 0.09
H -2.1464 3.4100 -0.8813 0.080 -0.050 -0.056 0.12
H -0.9589 1.5723 1.0379 -0.046 0.061 -0.064 0.09
H -0.0963 3.5339 2.0961 0.069 0.131 -0.040 0.11
H -0.4180 4.3926 0.5784 0.026 0.027 0.106 0.11
H 1.9781 3.6706 0.7646 -0.075 -0.077 -0.085 0.12
H 1.1665 2.9263 -0.6226 0.035 0.040 0.013 0.10
H 1.5079 1.6276 1.9634 0.039 -0.026 -0.046 0.12
H 3.4871 1.6841 0.3725 -0.081 -0.129 -0.006 0.15
H 2.0968 1.2730 -1.6606 0.005 -0.005 0.026 0.13
H 4.4661 0.5490 -1.5851 0.047 0.027 -0.050 0.12
H 3.4942 -0.5433 -2.5759 0.022 0.019 -0.061 0.12
H 4.9897 -1.8205 -1.0555 -0.059 0.032 0.027 0.14
H 2.7776 -2.7803 -1.6542 -0.003 -0.061 -0.044 0.12
H 3.2442 -3.2515 -0.0175 0.011 -0.074 0.001 0.12
H 0.8755 -2.5153 -0.0785 0.032 0.049 0.005 0.13
H 0.3567 -0.1323 -0.5906 -0.121 -0.004 -0.039 0.10
H 1.0605 -0.9449 -1.9972 -0.043 -0.004 -0.071 0.12
H 2.2050 -2.0842 1.9770 -0.005 -0.027 0.055 0.12
H 1.0143 -0.8019 1.7135 -0.048 -0.066 0.059 0.10
H 3.2280 0.1465 2.3170 -0.007 0.030 -0.050 0.14
H 5.1337 -0.1211 0.7477 0.061 0.003 0.028 0.12
H 4.6246 -1.6814 1.4009 0.044 -0.013 0.043 0.12
```
Forces are in eV/Å.

Computed properties:
Largest force on an atom: 0.3 eV/Å
LUMO level: 0.0296 Eh
Structure (SMILES): CC(C)=CCC/C(C)=C/CNCCN[C@H]1[C@@H]2C[C@H]3C[C@@H](C2)C[C@@H]1C3
E_HOMO: -8.48 eV

---

The following is a DFT calculation (wB97M-V/def2-TZVPD) of C22H38N2 in the gas phase.

Geometry as XYZ:
```
62
Properties=species:S:1:pos:R:3:forces:R:3:lowdin_charge:R:1
C -5.2820 -2.9608 -3.2285 0.132 0.061 0.099 -0.07
C -4.9333 -1.6190 -2.6594 0.005 -0.180 -0.028 -0.36
C -5.8924 -0.5046 -2.9686 0.116 0.000 0.075 -0.06
C -3.8445 -1.4207 -1.9260 -0.037 0.111 -0.032 -0.09
C -3.4509 -0.0992 -1.3373 0.083 -0.112 0.007 -0.19
C -2.2631 -0.2267 -0.3782 -0.248 0.195 0.065 -0.18
C -1.8901 1.1026 0.2141 0.049 -0.198 0.003 -0.31
C -1.3155 2.1159 -0.7331 -0.040 0.047 0.079 -0.05
C -2.0987 1.3758 1.4972 -0.052 0.037 0.153 -0.07
C -1.7426 2.6843 2.1511 -0.019 0.031 -0.066 -0.23
N -0.2938 2.8497 2.1921 0.156 0.348 0.132 -0.09
C 0.3633 1.9409 3.1138 0.339 -0.047 0.062 -0.22
C 1.8768 1.9563 2.8561 -0.265 0.026 0.052 -0.20
N 2.2346 1.5581 1.5097 -0.117 0.037 -0.301 -0.01
C 2.1769 0.1243 1.2510 0.060 -0.039 0.113 -0.29
C 3.5001 -0.5450 1.6542 0.003 0.008 0.181 -0.25
C 3.3938 -2.0521 1.4300 -0.032 0.034 -0.005 -0.12
C 3.1277 -2.3283 -0.0487 -0.006 -0.311 -0.041 -0.30
C 4.2775 -1.7686 -0.8850 -0.032 0.035 0.014 -0.12
C 4.3823 -0.2605 -0.6611 0.233 0.071 -0.158 -0.29
C 4.6410 0.0268 0.8161 -0.006 0.037 0.008 -0.12
C 3.0760 0.4133 -1.0746 0.020 0.042 0.015 -0.11
C 1.9297 -0.1481 -0.2358 -0.193 0.061 -0.017 -0.25
C 1.8203 -1.6552 -0.4635 0.019 0.023 0.055 -0.12
H -4.5426 -3.7089 -2.9544 0.037 -0.095 -0.001 0.07
H -6.2571 -3.2827 -2.8629 -0.101 -0.073 -0.027 0.08
H -5.3372 -2.9063 -4.3158 -0.053 -0.050 -0.100 0.08
H -6.3200 -0.1013 -2.0505 -0.088 0.084 0.031 0.08
H -5.3804 0.3125 -3.4759 -0.032 0.117 -0.054 0.08
H -6.7030 -0.8536 -3.6026 -0.088 0.036 -0.051 0.07
H -3.1747 -2.2464 -1.7288 0.069 -0.222 -0.015 0.11
H -4.2989 0.3347 -0.7981 0.025 0.091 -0.002 0.12
H -3.1976 0.5967 -2.1434 -0.024 0.105 0.012 0.12
H -1.4081 -0.6358 -0.9241 0.056 -0.071 -0.007 0.11
H -2.5233 -0.9279 0.4175 0.042 -0.047 0.004 0.12
H -0.8900 1.6331 -1.6100 0.036 -0.007 -0.119 0.08
H -2.0969 2.7994 -1.0684 -0.033 0.076 -0.125 0.09
H -0.5470 2.7026 -0.2374 0.061 0.070 -0.033 0.06
H -2.5286 0.6207 2.1414 -0.079 -0.189 -0.013 0.11
H -2.1509 3.5143 1.5662 -0.032 0.001 0.096 0.12
H -2.1906 2.7244 3.1588 0.004 0.048 -0.157 0.11
H -0.0572 3.8079 2.4343 -0.058 -0.086 -0.002 0.12
H -0.0279 0.9397 2.9154 0.028 0.011 0.078 0.10
H 0.1600 2.1801 4.1727 -0.023 -0.059 -0.095 0.12
H 2.3779 1.3011 3.5716 0.044 0.079 0.038 0.11
H 2.2525 2.9747 3.0061 -0.001 -0.047 0.182 0.11
H 1.5988 2.0391 0.8791 0.022 -0.035 0.014 0.10
H 1.3597 -0.3531 1.8221 0.037 -0.001 -0.054 0.15
H 3.6970 -0.3461 2.7130 -0.029 -0.001 -0.003 0.13
H 2.5838 -2.4644 2.0373 -0.018 -0.056 0.053 0.12
H 4.3229 -2.5377 1.7375 0.019 -0.050 0.049 0.12
H 3.0491 -3.4100 -0.2106 0.001 0.074 0.011 0.14
H 5.2139 -2.2536 -0.5991 0.059 -0.041 -0.022 0.12
H 4.1026 -1.9770 -1.9435 0.026 -0.036 -0.063 0.12
H 5.2068 0.1401 -1.2621 -0.055 -0.014 0.036 0.14
H 4.6938 1.1037 0.9797 0.088 0.011 0.009 0.11
H 5.5886 -0.4199 1.1261 0.062 -0.007 0.031 0.12
H 2.8792 0.2341 -2.1348 -0.029 0.029 -0.055 0.12
H 3.1539 1.4897 -0.9169 0.015 0.063 -0.090 0.11
H 0.9901 0.3340 -0.5275 -0.038 0.019 0.027 0.12
H 0.9904 -2.0613 0.1208 -0.068 -0.035 -0.010 0.12
H 1.6176 -1.8559 -1.5186 -0.053 -0.012 -0.042 0.12
```
Forces are in eV/Å.

Computed properties:
Largest force on an atom: 0.4 eV/Å
LUMO level: 0.0298 Eh
Structure (SMILES): CC(C)=CCC/C(C)=C/CNCCN[C@H]1[C@@H]2C[C@H]3C[C@@H](C2)C[C@@H]1C3
E_HOMO: -8.42 eV

---

The following is a DFT calculation (wB97M-V/def2-TZVPD) of a molecular structure, C22H39BGeN7O3V in a non-equilibrium geometry.

Geometry as XYZ:
```
74
Properties=species:S:1:pos:R:3:forces:R:3:lowdin_charge:R:1
V 0.3379 0.2530 -0.2341 -0.649 0.287 0.457 0.97
C 4.9388 -1.3902 2.3971 -0.002 -0.006 -0.029 -0.06
C 3.9185 -2.2094 1.5999 0.000 0.071 -0.014 -0.36
C 2.6333 -2.4294 2.3896 0.009 -0.003 0.028 -0.07
C 3.7043 -1.6492 0.2152 0.017 -0.025 0.036 -0.25
C 4.6941 -1.5914 -0.7924 0.034 -0.016 0.083 -0.01
C 4.0271 -1.1942 -1.9208 -0.019 0.030 -0.006 -0.07
N 2.7340 -1.0035 -1.5965 -0.124 -0.155 -0.038 -0.04
N 2.5263 -1.2782 -0.2767 0.123 0.131 -0.272 0.10
B 1.5332 -0.9450 -2.5463 0.044 0.032 -0.070 -0.50
N 0.8744 0.5123 -2.5956 -0.052 -0.178 -0.166 -0.04
C 1.1445 1.3911 -3.5862 -0.101 -0.040 0.079 -0.05
C 0.0182 2.1315 -3.8333 -0.073 0.104 0.021 0.01
C -0.9531 1.6606 -2.9227 0.158 0.111 -0.083 -0.25
N -0.4243 0.7027 -2.1743 0.167 -0.074 -0.460 0.01
C -2.4039 2.0660 -2.8945 0.009 -0.029 0.046 -0.35
C -3.3198 0.9879 -2.3138 -0.010 -0.019 0.009 -0.06
C -2.6476 3.4341 -2.2514 -0.013 0.033 0.000 -0.05
N 0.4437 -1.9139 -2.0470 -0.020 0.006 0.058 -0.02
C 0.1370 -3.1285 -2.5207 -0.051 0.086 0.059 -0.04
C -0.7859 -3.7030 -1.6749 -0.018 -0.058 0.040 0.00
C -0.9963 -2.7569 -0.6582 0.016 0.010 -0.042 -0.25
N -0.2436 -1.6841 -0.8920 0.168 -0.021 -0.153 0.03
C -1.9584 -2.8674 0.4896 -0.009 0.055 -0.022 -0.35
C -1.6774 -1.8677 1.6016 0.021 -0.021 0.023 -0.07
C -3.3973 -2.7273 -0.0220 -0.005 0.030 0.000 -0.05
H 5.1500 -1.8756 3.3531 -0.017 0.018 -0.041 0.08
H 4.5556 -0.3895 2.5994 0.022 -0.031 0.000 0.06
H 5.8806 -1.2904 1.8535 -0.033 -0.002 0.016 0.07
H 4.3612 -3.1948 1.4245 0.043 -0.046 0.000 0.14
H 2.2055 -1.4896 2.7331 0.033 -0.105 0.006 0.05
H 2.8481 -3.0395 3.2695 -0.003 0.006 -0.018 0.08
H 1.8826 -2.9440 1.7865 0.003 0.015 0.009 0.08
H 5.7382 -1.8456 -0.7019 -0.062 0.008 0.004 0.10
H 4.3681 -1.0567 -2.9354 -0.026 -0.018 0.047 0.12
H 1.8830 -1.2424 -3.6573 -0.025 0.004 0.062 0.12
H 2.1000 1.3747 -4.0851 -0.018 0.004 0.017 0.13
H -0.1135 2.8908 -4.5880 0.002 -0.035 0.046 0.11
H -2.6595 2.1700 -3.9529 -0.018 -0.011 -0.050 0.14
H -3.3056 0.9935 -1.2232 -0.006 -0.019 -0.097 0.05
H -3.0260 -0.0085 -2.6495 -0.023 0.038 -0.009 0.08
H -4.3486 1.1690 -2.6295 0.011 0.013 0.018 0.08
H -2.4342 3.4154 -1.1830 -0.040 0.009 -0.052 0.05
H -3.6939 3.7193 -2.3805 0.027 0.000 -0.009 0.08
H -2.0275 4.2053 -2.7129 -0.009 -0.023 0.021 0.08
H 0.6009 -3.4954 -3.4225 -0.025 0.025 0.039 0.13
H -1.2491 -4.6719 -1.7686 0.024 0.055 0.013 0.11
H -1.8375 -3.8745 0.8971 -0.018 -0.049 -0.007 0.14
H -1.7888 -0.8394 1.2468 -0.010 -0.021 0.013 0.05
H -0.6706 -1.9805 2.0062 -0.021 0.013 -0.026 0.08
H -2.3896 -2.0040 2.4170 0.011 0.003 -0.015 0.09
H -3.5558 -1.7229 -0.4260 0.006 -0.038 0.012 0.08
H -4.1089 -2.8836 0.7918 0.032 0.010 -0.029 0.08
H -3.6153 -3.4467 -0.8130 0.011 0.019 0.025 0.08
C -2.5750 3.8820 2.0254 -0.085 0.059 0.003 -0.23
Ge -1.2727 2.4198 2.1969 -0.031 -0.015 -0.017 0.75
C -2.0378 1.0864 3.4069 -0.003 -0.064 0.048 -0.22
C 0.3162 3.2038 3.0305 0.099 -0.023 0.027 -0.21
C -1.0282 1.7115 0.3916 0.075 -0.273 0.012 -0.34
H -2.8689 4.2537 3.0117 0.022 -0.019 -0.091 0.02
H -3.4751 3.5480 1.5018 0.051 0.028 0.041 0.01
H -2.1407 4.7129 1.4627 -0.037 -0.040 0.028 0.02
H -2.3266 1.5601 4.3480 0.025 -0.020 -0.038 0.02
H -1.3122 0.2991 3.6210 -0.051 0.033 -0.009 0.01
H -2.9284 0.6302 2.9690 0.028 0.014 0.030 0.02
H -0.0125 3.9961 3.7060 0.020 -0.011 -0.011 0.02
H 0.9880 3.6455 2.2913 -0.024 -0.028 0.036 0.02
H 0.8760 2.4736 3.6185 -0.040 0.061 -0.059 0.01
H -0.8275 2.5628 -0.2680 0.050 -0.034 0.040 0.00
H -2.0246 1.3423 0.1143 0.131 0.003 -0.031 -0.01
O 1.8298 1.3992 0.4832 0.139 -0.478 0.606 -0.09
N 1.8018 0.8083 1.6412 -0.690 0.235 -0.278 -0.49
O 2.6111 1.0122 2.4876 -0.056 -0.101 -0.037 0.13
O 0.7998 0.0095 1.7715 0.886 0.494 0.119 -0.13
```
Forces are in eV/Å.

Computed properties:
Largest force on an atom: 1.0 eV/Å
LUMO level (alpha / beta): 0.0012 / 0.0173 Eh
E_HOMO (alpha / beta): -8.90 / -8.87 eV
Multiplicity: 3

---

no.,E_tot (Eh)
1,-970.59529
2,-970.59009
3,-4516.47886